Entry 1:
Molecular formula: C17H12Br14F6NO6PS
Method: DFT, ωB97M-V/def2-TZVPD

Summary:
total charge = 0
lowest unoccupied orbital energy = -1.31 eV
2S+1 = 1
HOMO energy = -9.087 eV
frontier orbital gap = 7.781 eV

Positions of all 58 atoms, in Å:
O  4.2031  -0.1891  2.7284
C  3.1062  0.0681  2.3316
N  1.9295  -0.7337  2.4716
C  1.3281  -0.6218  1.1719
O  0.9132  -1.5519  0.5468
C  1.4960  0.8364  0.8198
C  2.6241  1.2377  1.5231
C  3.0821  2.5363  1.4357
C  2.3997  3.4347  0.6164
P  3.1220  5.1674  0.5936
O  1.9556  6.0479  1.3337
O  4.2539  5.0035  1.7812
C  1.2608  3.0158  -0.1046
S  0.4177  4.1963  -1.1495
O  1.1232  5.4400  -1.1866
O  -0.9715  4.2776  -0.8096
C  0.4244  3.6087  -2.9499
F  -0.8189  3.4858  -3.3674
F  1.1004  2.4950  -3.1436
F  1.0006  4.5610  -3.6605
C  0.7652  1.6867  0.0014
C  -0.5064  1.2023  -0.6753
C  -1.5144  0.4232  0.1855
C  -2.2131  1.0787  1.3679
F  -3.1064  0.1469  1.8275
Br  -1.0398  1.4123  2.8813
C  -3.0807  2.3727  1.0413
F  -3.1791  2.5735  -0.2720
F  -4.3275  2.1488  1.4962
Br  -2.4913  3.9662  1.9699
H  2.2210  -1.7048  2.5929
H  3.9536  2.8521  1.9914
H  1.1921  5.5215  1.6036
H  4.0955  5.6987  2.4358
H  -0.1900  0.4866  -1.4401
H  -1.0083  1.9880  -1.2286
H  -1.1012  -0.5063  0.5629
H  -2.3162  0.1224  -0.4940
C  -3.7681  -3.5078  -0.0188
Br  -2.5331  -2.3633  -0.9597
Br  -2.8448  -4.7679  1.0973
Br  -5.0675  -2.5001  0.9640
H  -4.3044  -4.0754  -0.7649
C  3.1432  -1.1426  -3.1391
Br  2.4150  0.1493  -1.9037
Br  4.6373  -0.4309  -4.1176
Br  3.5855  -2.7754  -2.2283
H  2.3707  -1.3712  -3.8591
C  -8.1641  -5.4997  0.9210
Br  -6.8472  -5.3869  -0.4794
Br  -7.5684  -6.6324  2.3531
Br  -8.6907  -3.7640  1.5561
H  -9.0411  -5.9590  0.4895
C  4.5995  -6.7146  -1.4333
Br  5.2327  -8.3857  -0.7274
Br  2.9242  -6.9168  -2.3532
Br  4.4931  -5.3639  -0.0670
H  5.3252  -6.3768  -2.1589

Löwdin atomic charge list, values in e, 4 entries: 0.16 -0.37 0.19 -0.42

Entry 2:
Molecular formula: CH5PS2
Method: DFT, ωB97M-V/def2-TZVPD

Summary:
total charge = 0
lowest unoccupied orbital energy (spin up / spin down) = 0.38 / -2.46 eV
2S+1 = 3
HOMO energy (spin up / spin down) = -5.240 / -9.425 eV
frontier orbital gap (spin up / spin down) = 5.618 / 6.968 eV
<S²> = 2.01

Positions of all 9 atoms, in Å:
C  -1.5917  0.0029  -0.5619
P  0.2296  0.2475  -0.9753
S  2.3254  -1.3647  1.3305
S  1.0987  0.3172  1.1400
H  -1.6622  -1.0036  -0.5461
H  -2.2853  0.3422  -1.4116
H  -1.9646  0.6951  0.2012
H  0.4166  1.5962  -0.9183
H  3.4334  -0.8328  1.7414

Löwdin atomic charge list, values in e, 4 entries: -0.41 0.57 0.20 0.02

Entry 3:
Molecular formula: C5H12N2
Method: DFT, ωB97M-V/def2-TZVPD

Summary:
total charge = 0
SMILES string = C=CCCNCN
lowest unoccupied orbital energy = 0.99 eV
2S+1 = 1
HOMO energy = -8.386 eV
frontier orbital gap = 9.374 eV

Positions of all 19 atoms, in Å:
C  0.5817  -0.6777  3.0860
C  0.5076  0.5526  2.4834
C  -0.1575  0.7501  1.2917
C  0.2356  -0.3109  0.3029
N  0.3961  0.0265  -1.0593
C  -0.8024  -0.0597  -1.9563
N  -0.5743  -0.0760  -3.4113
H  1.3768  -0.6040  3.8997
H  0.2431  -1.6109  2.7654
H  1.1459  1.3729  2.8328
H  -1.1944  0.7505  1.3710
H  0.2452  1.5919  0.7439
H  1.2263  -0.7695  0.6162
H  -0.3224  -1.3376  0.4336
H  1.2627  -0.3000  -1.5263
H  -1.5906  -0.7890  -1.7519
H  -1.2034  0.8471  -1.5500
H  -0.9281  -0.9910  -3.7941
H  -1.2042  0.6594  -3.9919

Löwdin atomic charge list, values in e, 4 entries: 0.02 -0.22 -0.26 -0.31

Entry 4:
Molecular formula: C21H28FN3O2
Method: DFT, ωB97M-V/def2-TZVPD

Summary:
total charge = 0
SMILES string = CCOC(=O)C1(Cc2cccc(F)c2)CCN(CCCn2cccn2)CC1
lowest unoccupied orbital energy = 0.79 eV
2S+1 = 1
HOMO energy = -8.422 eV
frontier orbital gap = 9.216 eV

Positions of all 55 atoms, in Å:
C  -2.4875  -4.6762  0.5265
C  -3.4910  -3.6141  0.1009
O  -2.9565  -2.2994  0.2598
C  -2.1740  -1.8387  -0.7224
O  -1.9385  -2.4564  -1.7279
C  -1.7041  -0.4128  -0.4470
C  -2.9146  0.4684  -0.8606
C  -2.6604  1.9388  -0.7100
C  -2.1255  2.6821  -1.7569
C  -1.8716  4.0348  -1.6128
C  -2.1501  4.6786  -0.4196
C  -2.6930  3.9339  0.6104
F  -2.9822  4.5453  1.7809
C  -2.9533  2.5827  0.4860
C  -1.3442  -0.2214  1.0276
C  -0.1198  -1.0576  1.3893
N  1.0029  -0.6598  0.5691
C  2.2725  -1.1816  1.0404
C  2.9447  -0.1580  1.9604
C  3.1996  1.1453  1.1958
N  4.1864  0.9742  0.1662
C  5.5261  0.9806  0.3086
C  6.0642  0.7160  -0.9297
C  4.9505  0.5561  -1.7635
N  3.8290  0.7123  -1.0859
C  0.7385  -0.9196  -0.8327
C  -0.4679  -0.1064  -1.2959
H  -1.6167  -4.6440  -0.1239
H  -2.1715  -4.5059  1.5533
H  -2.9433  -5.6594  0.4537
H  -4.3811  -3.6369  0.7331
H  -3.7720  -3.7581  -0.9475
H  -3.7673  0.1797  -0.2423
H  -3.1514  0.2456  -1.9035
H  -1.9113  2.1965  -2.6967
H  -1.4547  4.5946  -2.4360
H  -1.9616  5.7314  -0.2838
H  -3.3877  2.0478  1.3161
H  -2.1837  -0.5020  1.6640
H  -1.1050  0.8294  1.1953
H  0.1355  -0.8898  2.4387
H  -0.3536  -2.1327  1.2642
H  2.9235  -1.3553  0.1815
H  2.1545  -2.1398  1.5695
H  2.2961  0.0603  2.8091
H  3.8849  -0.5638  2.3384
H  2.2686  1.4432  0.7098
H  3.5340  1.9302  1.8796
H  5.9925  1.1768  1.2534
H  7.0991  0.6509  -1.1961
H  4.9242  0.3396  -2.8131
H  1.6155  -0.6070  -1.4037
H  0.5533  -1.9911  -1.0234
H  -0.6712  -0.3404  -2.3412
H  -0.2297  0.9533  -1.2055

Löwdin atomic charge list, values in e, 4 entries: -0.06 -0.21 -0.01 -0.47

Entry 5:
Molecular formula: C3H3NO2
Method: DFT, ωB97M-V/def2-TZVPD

Summary:
total charge = 0
SMILES string = N#C[C@@H](O)C=O
lowest unoccupied orbital energy = 0.07 eV
2S+1 = 1
HOMO energy = -10.450 eV
frontier orbital gap = 10.517 eV

Positions of all 9 atoms, in Å:
N  -1.6147  -1.0423  -1.5127
C  -0.9348  -0.7966  -0.6041
C  -0.1302  -0.0031  0.2814
O  0.3211  -0.2873  1.5587
C  1.0108  0.7259  -0.4906
O  0.9230  1.0231  -1.6486
H  -1.3172  0.3710  0.3068
H  -0.0562  -1.1014  1.9045
H  1.9438  0.9114  0.0929

Löwdin atomic charge list, values in e, 4 entries: 0.17 -0.25 -0.33 0.01

Entry 6:
Molecular formula: C7H11N2O3
Method: DFT, ωB97M-V/def2-TZVPD

Summary:
total charge = +1
lowest unoccupied orbital energy = -5.83 eV
2S+1 = 1
HOMO energy = -12.573 eV
frontier orbital gap = 6.739 eV

Positions of all 23 atoms, in Å:
C  -0.3718  1.4729  -1.3381
C  -0.6275  -0.1491  -1.4248
C  0.5044  1.8256  -2.4353
C  -1.9321  1.9270  -1.1641
C  1.6270  -1.4648  1.3477
C  -0.3236  -0.8792  -0.1812
C  1.1391  -1.3041  -0.0811
N  -2.3675  3.1470  -0.7454
N  -2.7323  1.0041  -1.6335
O  -3.9203  1.0457  -1.6944
O  1.3620  1.8461  -3.1476
O  -2.0319  -0.3354  -1.7400
H  0.0706  1.8527  -0.4775
H  -0.1123  -0.7278  -2.3473
H  1.0849  -2.0899  2.0724
H  2.7039  -1.8040  1.3226
H  1.6768  -0.5701  2.0255
H  -1.0766  -1.7343  -0.1382
H  -0.7828  -0.3766  0.7944
H  1.8059  -0.5170  -0.4090
H  1.3769  -2.3283  -0.4176
H  -3.2495  3.2885  -0.2457
H  -1.8771  3.9165  -1.1038

Löwdin atomic charge list, values in e, 4 entries: 0.00 -0.26 0.10 -0.22

Entry 7:
Molecular formula: C4H6FeO3
Method: DFT, ωB97M-V/def2-TZVPD

Summary:
total charge = +2
lowest unoccupied orbital energy (spin up / spin down) = -10.34 / -10.67 eV
2S+1 = 5
HOMO energy (spin up / spin down) = -20.211 / -20.231 eV
frontier orbital gap (spin up / spin down) = 9.874 / 9.562 eV
<S²> = 6.01

Positions of all 14 atoms, in Å:
C  1.5050  1.4127  -1.4771
C  1.9460  1.3446  -0.3454
H  0.8640  1.5967  -2.3301
H  2.4617  1.1176  0.5795
H  0.5024  0.9324  -0.4771
Fe  -3.2140  1.0307  -0.2973
O  -2.2901  -0.5232  0.4328
C  -1.2821  -0.1633  -0.2115
O  -1.2326  1.0657  -0.5933
O  -0.0629  -0.6157  -0.0044
C  0.1526  -1.6248  1.0059
H  1.2231  -1.8401  0.9671
H  -0.1262  -1.2255  1.9855
H  -0.4470  -2.5076  0.7653

Löwdin atomic charge list, values in e, 4 entries: 0.19 0.19 0.13 0.13

Entry 8:
Molecular formula: C3H5NO
Method: DFT, ωB97M-V/def2-TZVPD

Summary:
total charge = 0
lowest unoccupied orbital energy = 1.07 eV
2S+1 = 1
HOMO energy = -8.436 eV
frontier orbital gap = 9.505 eV

Positions of all 10 atoms, in Å:
C  0.1477  0.4457  -0.3171
C  0.3566  -1.9166  0.3842
C  -1.0281  0.2688  -0.9568
N  0.3288  0.6950  1.0466
O  1.4857  -1.9284  0.4172
H  1.0994  0.1242  -0.8138
H  -2.0585  0.2724  -0.5996
H  -0.5482  0.9907  1.5228
H  -1.0429  -0.1135  -1.9701
H  1.2595  1.1618  1.2866

Löwdin atomic charge list, values in e, 4 entries: -0.40 -0.01 -0.05 0.00